{
  "formula": "C31H31CaF9N3O2S",
  "method": "ωB97M-V with the def2-TZVPD basis set",
  "species": ["H", "H", "C", "H", "C", "H", "C", "H", "H", "H", "H", "C", "H", "H", "C", "H", "C", "C", "O", "N", "F", "F", "C", "N", "F", "C", "S", "F", "H", "F", "F", "C", "F", "C", "C", "C", "C", "C", "H", "C", "H", "H", "C", "C", "C", "H", "C", "F", "H", "C", "H", "C", "N", "F", "H", "H", "H", "H", "H", "C", "C", "H", "C", "C", "H", "H", "C", "C", "H", "Ca", "C", "C", "H", "O", "H", "H", "C", "H"],
  "positions_angstrom": [[-1.467, 0.776, 2.039], [-2.970, -1.689, 4.213], [3.693, 1.049, 1.697], [3.984, -3.078, -1.089], [2.155, -0.279, -2.133], [-0.246, 6.727, -1.516], [-1.238, 3.039, -0.988], [1.023, -5.281, 2.843], [-1.775, -2.431, -1.798], [3.087, -2.102, 0.710], [-0.537, -4.999, 0.181], [-0.092, -3.749, 1.865], [-2.468, -4.717, -1.270], [-2.011, -2.837, -4.228], [-2.396, -1.160, 3.450], [-0.723, 1.217, -1.983], [3.375, -1.191, -1.935], [1.905, 2.047, 3.214], [1.487, 0.192, 1.794], [-2.721, 6.694, -3.793], [4.636, 1.737, 2.332], [3.343, 1.729, 0.599], [-1.014, -2.095, -2.488], [-1.070, 0.872, 0.020], [3.077, -1.496, 3.128], [0.931, -1.178, -4.135], [-1.850, 5.335, 0.472], [3.901, 0.060, 4.385], [-1.156, 3.636, -1.885], [2.724, 2.547, 4.139], [1.809, -0.468, 4.531], [2.828, -0.286, 3.683], [0.716, 1.827, 3.791], [-1.584, 3.613, 0.235], [1.210, -4.426, 2.191], [-0.890, -4.188, 0.809], [-0.571, -2.710, 2.670], [-3.646, 6.073, -3.065], [-3.647, -3.426, -0.969], [-1.837, -2.154, 2.469], [-0.805, 7.433, -3.833], [-3.073, -0.453, 2.971], [-1.222, 6.520, -1.934], [-1.540, 6.916, -3.227], [-1.678, 2.778, 1.346], [3.811, -1.434, -2.907], [-2.149, -3.640, 0.573], [1.717, 2.982, 2.275], [-1.604, -0.611, 3.961], [-3.436, 5.640, -1.764], [2.381, -3.113, -1.820], [-0.995, 1.682, -1.042], [0.030, -1.459, -1.945], [4.256, -0.106, 1.261], [-1.945, 3.163, 2.320], [1.887, -3.756, 2.719], [-4.606, 5.916, -3.542], [0.033, -2.361, 3.502], [4.136, -0.642, -1.377], [-1.145, -2.317, -3.844], [-3.042, -4.202, -0.500], [-3.733, -4.927, -0.067], [-2.191, 5.860, -1.194], [3.071, -2.502, -1.237], [2.445, 0.558, -2.771], [1.707, -4.793, 1.294], [2.437, 0.731, 2.566], [-0.143, -1.854, -4.686], [-0.204, -2.009, -5.754], [0.445, -1.092, 0.520], [-1.410, 1.436, 1.182], [-2.602, -2.614, 1.400], [1.723, -0.785, -4.759], [2.424, -2.317, 0.039], [-3.589, -2.194, 1.235], [1.874, 0.180, -1.179], [0.983, -0.987, -2.758], [-4.224, 5.147, -1.212]],
  "atomic_forces_ev_per_a": [[0.1, 0.0, 0.0], [0.0, 0.0, 0.0], [0.0, 0.0, 0.0], [0.0, 0.0, 0.0], [0.0, 0.0, 0.1], [0.0, 0.0, 0.0], [-0.1, 0.0, 0.0], [0.0, 0.0, 0.0], [0.0, 0.0, 0.0], [0.0, 0.1, 0.0], [0.0, 0.0, 0.0], [0.0, 0.1, 0.1], [0.0, 0.0, 0.0], [0.0, 0.0, 0.0], [0.0, 0.0, 0.0], [0.0, 0.0, 0.0], [0.1, 0.0, 0.0], [0.0, 0.0, 0.0], [0.1, -0.1, 0.0], [0.0, 0.0, 0.0], [0.0, 0.0, 0.0], [0.0, 0.0, 0.0], [-0.1, 0.0, 0.0], [0.2, -0.1, 0.0], [0.0, 0.0, 0.0], [-0.1, 0.0, 0.0], [-0.1, -0.1, 0.0], [0.0, 0.0, 0.0], [0.0, 0.0, 0.0], [0.0, 0.0, 0.0], [0.0, 0.0, 0.0], [0.0, 0.0, 0.0], [0.0, 0.0, 0.0], [0.0, 0.1, -0.1], [0.0, 0.0, 0.0], [0.1, 0.0, -0.1], [0.1, 0.0, 0.1], [0.0, 0.0, 0.0], [0.0, 0.0, 0.0], [0.0, 0.0, 0.0], [0.0, 0.0, 0.0], [0.0, 0.0, 0.0], [0.0, 0.0, 0.0], [0.0, 0.0, 0.0], [0.0, 0.0, -0.1], [0.0, 0.0, 0.0], [0.0, 0.0, 0.0], [0.0, 0.0, 0.0], [0.0, 0.0, 0.0], [0.0, 0.0, 0.0], [0.0, 0.0, 0.0], [0.0, -0.1, 0.0], [0.2, 0.1, 0.1], [0.0, 0.0, 0.0], [0.0, 0.0, 0.0], [0.0, 0.0, 0.0], [0.0, 0.0, 0.0], [0.0, 0.0, 0.0], [0.0, 0.0, 0.0], [0.0, 0.0, 0.0], [0.0, 0.0, 0.0], [0.0, 0.0, 0.0], [0.1, 0.1, 0.0], [0.0, -0.1, 0.0], [0.0, 0.0, 0.0], [0.0, 0.0, 0.0], [0.0, 0.0, 0.0], [0.0, 0.0, 0.0], [0.0, 0.0, 0.0], [-0.8, -0.3, -0.2], [0.0, 0.1, 0.2], [0.0, 0.0, 0.0], [0.0, 0.0, 0.0], [0.1, 0.1, 0.1], [0.0, 0.0, 0.0], [0.0, 0.0, 0.0], [0.1, 0.0, -0.1], [0.0, 0.0, 0.0]],
  "total_charge": 1,
  "multiplicity": 1,
  "homo_ev": -11.374,
  "de_lowest_kj_mol": 0.0,
  "gap_ev": 8.989
}

---

{
  "formula": "C31H32B2ClF4N7O8Sr",
  "method": "ωB97M-V with the def2-TZVPD basis set",
  "species": ["H", "C", "C", "C", "O", "C", "C", "O", "C", "F", "Cl", "H", "N", "H", "H", "C", "N", "B", "H", "H", "C", "H", "C", "N", "C", "N", "O", "H", "N", "H", "F", "C", "H", "C", "H", "O", "H", "C", "H", "C", "Sr", "N", "H", "F", "H", "C", "C", "C", "C", "H", "H", "F", "O", "C", "H", "C", "N", "C", "O", "C", "H", "C", "H", "H", "H", "C", "H", "C", "H", "H", "C", "C", "C", "C", "H", "H", "H", "O", "H", "H", "O", "C", "H", "H", "B", "C"],
  "positions_angstrom": [[-0.014, 1.005, -6.573], [-2.953, 2.287, -4.354], [-4.048, -0.105, -2.848], [1.080, -1.918, 3.144], [-1.725, -0.184, -2.282], [0.647, -2.454, -1.661], [2.971, 2.798, 1.624], [-1.403, -2.966, -0.942], [1.815, 2.397, -0.628], [-3.483, -3.240, 0.026], [0.217, 3.836, -6.279], [3.738, 3.356, -0.769], [1.687, -1.256, 2.242], [1.048, -1.712, 5.245], [-4.039, 2.632, -2.506], [-1.605, -0.042, 4.891], [0.754, 1.885, -1.279], [-2.153, -3.195, 0.335], [3.296, -3.056, -2.270], [1.704, -3.247, 4.681], [1.799, 2.346, 0.837], [-0.011, -4.212, -2.649], [0.745, 1.899, -2.602], [1.880, -0.894, -0.380], [-2.879, 0.130, -1.898], [-0.230, -2.344, -0.742], [-3.680, -0.045, -4.225], [-4.408, -1.121, -2.683], [-0.752, -1.756, 1.810], [-4.858, 0.583, -2.611], [3.962, -2.171, 1.008], [1.684, -2.175, 4.486], [-0.447, -4.458, 3.376], [-0.602, 1.300, 3.080], [-4.133, 3.939, -3.685], [-3.132, 0.625, -0.770], [1.717, 2.440, -4.437], [1.910, -1.717, -1.359], [3.695, 3.410, -3.248], [-0.283, -2.411, 2.793], [-0.929, 0.064, 0.070], [0.683, 1.837, 1.373], [-0.125, 1.454, -3.075], [4.841, -0.055, 1.378], [-5.058, 2.460, -3.935], [-0.950, 2.700, -5.648], [-1.615, -0.525, 6.188], [-1.993, 3.160, -4.867], [0.347, 1.290, 5.407], [-2.342, -0.362, 4.165], [1.315, -3.379, -3.496], [-1.657, -4.351, 0.938], [-2.008, -2.040, 1.346], [0.412, -3.242, -2.907], [2.934, -1.625, -3.222], [-0.826, 1.355, -5.949], [0.581, 2.004, 2.667], [1.783, 2.443, -3.358], [2.755, -0.571, 2.302], [-0.623, 0.870, 4.498], [-0.664, -0.473, 8.111], [0.325, 0.809, 6.708], [3.257, 3.814, 1.349], [3.819, 2.144, 1.400], [-1.973, -3.586, 3.271], [-2.809, 0.925, -4.634], [3.994, -1.491, -1.804], [-1.761, 0.477, -5.430], [-2.081, 4.220, -4.668], [2.689, -1.771, 4.554], [3.115, -1.982, -2.205], [-0.651, -0.098, 7.095], [-0.933, -3.501, 3.571], [2.892, 2.957, -1.308], [1.107, 1.992, 5.092], [-0.867, -3.286, 4.640], [-1.689, -0.586, -5.620], [3.078, -0.260, -0.091], [-0.338, -2.723, -3.511], [2.758, 2.762, 2.686], [-1.511, 1.053, 2.317], [-4.109, 2.856, -3.572], [-2.376, -1.230, 6.495], [1.070, 1.141, 7.419], [3.753, -0.817, 1.062], [2.870, 2.981, -2.696]],
  "atomic_forces_ev_per_a": [[0.0, 0.0, 0.0], [0.0, 0.0, 0.0], [0.0, 0.0, 0.0], [-0.1, 0.0, 0.0], [0.1, 0.0, -0.2], [-0.1, 0.1, 0.1], [0.0, 0.1, 0.1], [-0.1, 0.0, 0.0], [0.1, 0.0, -0.2], [0.0, -0.1, 0.1], [0.0, 0.0, 0.0], [0.0, 0.0, 0.0], [0.0, -0.1, 0.3], [0.0, 0.0, 0.0], [0.0, 0.0, 0.0], [0.0, 0.0, 0.0], [-0.1, -0.2, 0.2], [0.1, -0.1, 0.0], [0.0, 0.0, 0.0], [0.0, 0.0, 0.0], [-0.6, -0.3, -0.2], [0.0, 0.0, 0.0], [-0.1, 0.0, 0.0], [-0.3, 0.0, 0.0], [0.0, 0.2, -0.2], [0.0, -0.1, 0.2], [-0.1, 0.0, 0.0], [0.0, 0.0, 0.0], [-0.3, -0.1, 0.3], [0.0, 0.0, 0.0], [0.0, 0.1, 0.1], [0.0, -0.1, 0.0], [0.0, 0.0, 0.0], [0.3, 0.2, 0.5], [0.0, 0.0, 0.0], [-0.5, 0.1, -0.1], [0.0, 0.0, 0.0], [0.2, 0.0, -0.2], [0.0, 0.0, 0.0], [0.2, 0.1, 0.0], [0.5, 0.2, -0.3], [1.2, 0.8, 0.2], [0.0, 0.0, 0.0], [0.0, -0.1, 0.0], [0.0, 0.0, 0.0], [0.0, 0.1, 0.0], [0.0, 0.0, 0.0], [0.0, 0.0, 0.0], [0.0, 0.0, 0.0], [0.0, 0.0, 0.0], [0.0, 0.0, 0.0], [0.0, 0.0, 0.0], [0.1, -0.1, -0.3], [0.0, 0.0, 0.0], [0.0, 0.0, 0.0], [0.0, 0.0, 0.0], [-0.8, -0.8, -0.2], [0.0, 0.0, 0.0], [-0.2, 0.1, 0.2], [0.1, 0.0, 0.0], [0.0, 0.0, 0.0], [0.0, 0.0, 0.0], [0.0, 0.0, 0.0], [0.0, 0.0, 0.0], [0.0, 0.0, 0.0], [0.0, -0.1, 0.0], [0.0, 0.0, 0.0], [0.1, 0.0, 0.0], [0.0, 0.0, 0.0], [0.0, 0.0, 0.0], [0.0, -0.1, 0.0], [0.0, 0.0, 0.0], [0.0, 0.0, 0.0], [0.0, 0.0, 0.0], [0.0, 0.0, 0.0], [0.0, 0.0, 0.0], [0.0, 0.0, 0.0], [0.2, 0.0, 0.2], [0.0, 0.0, 0.0], [0.0, 0.0, 0.0], [-0.2, 0.1, 0.2], [0.0, 0.0, 0.0], [0.0, 0.0, 0.0], [0.0, 0.0, 0.0], [0.1, 0.1, -0.5], [0.0, 0.0, 0.0]],
  "total_charge": 0,
  "multiplicity": 1,
  "homo_ev": [-8.289, -8.289],
  "de_lowest_kj_mol": 105.0,
  "gap_ev": [5.566, 5.677]
}

---

{
  "formula": "C31H32F6N2O4S6Sc",
  "method": "ωB97M-V with the def2-TZVPD basis set",
  "species": ["C", "H", "S", "H", "H", "C", "H", "C", "S", "C", "H", "C", "C", "C", "O", "S", "H", "H", "C", "H", "H", "H", "C", "F", "H", "H", "H", "C", "C", "H", "F", "H", "H", "C", "C", "H", "O", "C", "H", "N", "C", "H", "F", "H", "H", "C", "C", "C", "C", "H", "S", "S", "C", "H", "N", "C", "H", "Sc", "C", "C", "H", "C", "C", "C", "H", "F", "H", "H", "O", "F", "C", "C", "C", "S", "H", "H", "H", "C", "F", "O", "C", "H"],
  "positions_angstrom": [[-1.276, 0.466, -1.736], [2.197, 2.801, -2.451], [-1.700, 2.985, 2.114], [-0.560, 0.876, 5.027], [0.234, 2.439, 3.297], [1.797, 2.099, -0.454], [4.109, 1.437, -1.771], [-1.589, 0.658, -4.156], [-0.965, -0.352, 3.022], [-2.562, -1.176, 3.209], [-3.478, 2.365, 3.589], [3.548, -1.371, 1.333], [-1.133, -0.036, -3.034], [1.677, 1.968, -1.972], [1.957, -0.700, -0.654], [-3.722, 0.402, 1.169], [-2.586, 2.417, -4.867], [6.422, 1.640, -1.009], [4.858, 2.909, 1.701], [1.830, -6.265, -1.693], [-2.931, 3.337, -2.591], [6.929, 2.585, 1.224], [-3.811, -0.396, 2.798], [4.664, -1.052, 0.667], [-4.262, 2.594, 0.633], [1.465, -4.477, -5.597], [2.097, 1.030, -2.327], [0.665, -3.386, -3.911], [1.507, -5.444, -2.320], [-2.668, -1.492, 4.250], [-4.027, -5.100, 0.290], [2.754, 3.104, 1.931], [-0.056, 3.284, -0.436], [3.246, 2.269, 0.007], [1.306, -4.446, -4.529], [1.461, 1.132, 1.363], [1.056, -2.028, 1.073], [-2.227, 1.877, -3.999], [-2.450, -2.070, 2.603], [-0.188, -2.100, -2.142], [-0.818, 2.427, 3.593], [2.269, -6.315, -4.095], [3.843, -2.341, 2.202], [-4.042, 0.372, 3.538], [-1.460, 0.243, -5.150], [1.038, 1.113, 0.347], [-3.406, -4.021, 0.785], [3.549, 2.791, 1.265], [-4.274, 2.073, 1.594], [5.061, 3.316, 2.683], [2.232, -1.980, 0.136], [-2.618, -3.034, -0.620], [-1.183, 1.057, 4.149], [-0.039, -3.740, -0.026], [0.517, -4.514, -0.371], [-2.417, 2.390, -2.721], [1.457, 4.214, -0.508], [-0.323, -0.783, -0.147], [4.304, 1.864, -0.798], [5.619, 1.977, -0.365], [-3.853, 3.846, 2.733], [-0.473, -1.335, -3.161], [-3.437, 2.844, 2.612], [1.740, -5.467, -3.671], [0.631, 1.994, -2.269], [-4.327, -3.294, 1.445], [0.910, 3.539, 1.027], [-4.646, -1.096, 2.793], [-1.876, -2.042, 0.325], [3.149, -0.301, 2.026], [-1.947, 1.687, -1.619], [0.956, 3.362, -0.046], [0.781, -4.394, -1.648], [0.021, -1.976, -4.692], [-0.934, 3.168, 4.388], [-5.313, 2.048, 1.930], [-2.101, 2.111, -0.630], [0.433, -3.292, -2.528], [-2.506, -4.440, 1.683], [-3.792, -2.398, -1.216], [5.904, 2.501, 0.884], [-2.217, 1.044, 4.492]],
  "atomic_forces_ev_per_a": [[-0.3, 0.1, 0.2], [0.0, 0.0, 0.0], [0.0, 0.0, 0.0], [0.0, 0.0, 0.0], [0.0, 0.0, 0.0], [-0.2, 0.2, 0.0], [0.0, 0.0, 0.0], [0.0, 0.0, 0.0], [0.0, 0.0, 0.0], [0.0, 0.0, 0.0], [0.0, 0.0, 0.0], [0.0, 0.0, 0.0], [0.0, 0.1, 0.0], [0.0, 0.0, 0.0], [0.1, 0.3, 0.1], [0.0, 0.0, 0.0], [0.0, 0.0, 0.0], [0.0, 0.0, 0.0], [0.0, 0.0, 0.0], [0.0, 0.0, 0.0], [0.0, 0.0, 0.0], [0.0, 0.0, 0.0], [0.0, 0.0, 0.0], [0.0, 0.0, 0.0], [0.0, 0.0, 0.0], [0.0, 0.0, 0.0], [0.0, 0.0, 0.0], [0.0, 0.0, 0.1], [0.0, 0.0, 0.0], [0.0, 0.0, 0.0], [0.0, 0.0, 0.0], [0.0, 0.0, 0.0], [0.0, 0.0, 0.0], [0.0, 0.0, 0.0], [0.0, 0.0, 0.0], [0.0, -0.1, 0.0], [0.0, -0.1, 0.2], [0.0, 0.0, 0.0], [0.0, 0.0, 0.0], [0.1, 0.2, 0.1], [0.0, 0.0, 0.0], [0.0, 0.0, 0.0], [0.0, 0.0, 0.0], [0.0, 0.0, 0.0], [0.0, 0.0, 0.0], [0.3, -0.4, -0.3], [0.1, 0.1, 0.0], [0.0, 0.0, 0.0], [0.0, -0.1, 0.0], [0.0, 0.0, 0.0], [0.2, 0.0, 0.3], [-0.1, -0.1, 0.0], [0.1, 0.0, 0.0], [0.0, 0.0, 0.0], [0.0, 0.0, 0.1], [0.0, 0.0, 0.0], [0.0, 0.0, 0.0], [-0.4, -0.1, -0.4], [0.0, 0.0, 0.0], [0.0, 0.0, 0.0], [0.0, 0.0, 0.0], [0.1, -0.1, -0.1], [0.1, 0.0, 0.0], [0.0, 0.0, 0.0], [0.0, 0.0, 0.0], [0.0, 0.0, 0.0], [0.0, 0.0, 0.0], [0.0, 0.0, 0.0], [0.0, 0.1, 0.0], [0.0, 0.0, 0.0], [0.0, 0.0, 0.0], [0.1, 0.0, -0.1], [0.0, 0.0, 0.0], [0.0, 0.0, 0.0], [0.0, 0.0, 0.0], [0.0, 0.0, 0.0], [0.0, 0.0, 0.0], [0.1, -0.1, 0.0], [0.0, 0.0, 0.0], [0.0, 0.0, 0.0], [0.0, 0.0, 0.0], [0.0, 0.0, 0.0]],
  "total_charge": -1,
  "multiplicity": 1,
  "homo_ev": -2.994,
  "de_lowest_kj_mol": 189.8,
  "gap_ev": 4.817
}